# 1
Here is C2H3ClS in the gas phase in a non-equilibrium geometry from the OMol25 dataset. Energies are from wB97M-V/def2-TZVPD.

Results
HOMO energy (alpha / beta) ... -7.671 / -7.696 eV
Energy above the lowest of the compared OMol25 structures with the same formula, charge and spin ... 53.6 kcal per mole
E ... -25477.241 eV
Net charge ... 0
Max |F| ... 2.464 eV/Å

```
7
Properties=species:S:1:pos:R:3:forces:R:3:mulliken_charge:R:1
C -1.29913 0.50448 0.15796 -2.18 1.12 -0.24 -0.52
C 1.20605 -0.34995 -0.14650 -0.74 -0.89 -1.19 -0.19
S -0.32454 -0.38750 -0.79311 1.40 0.84 1.79 0.05
Cl 2.26509 -1.57093 -0.66976 0.80 -0.89 -0.70 -0.19
H -1.22365 1.05912 1.14511 0.51 -1.12 -1.52 0.27
H -2.21345 0.71807 -0.45214 0.70 -0.09 0.93 0.22
H 1.58963 0.02671 0.75844 -0.49 1.04 0.94 0.35
```
Positions in Å, forces in eV/Å.

# 2
Here is 2 unconnected molecules or ions with the total composition C2H3ClS in a non-equilibrium geometry from the OMol25 dataset. Energies are from wB97M-V/def2-TZVPD.

Results
HOMO energy ... -10.591 eV
Energy above the lowest of the compared OMol25 structures with the same formula, charge and spin ... 46.4 kcal per mole
E ... -25477.553 eV
Net charge ... 0
Max |F| ... 2.693 eV/Å

```
7
Properties=species:S:1:pos:R:3:forces:R:3:mulliken_charge:R:1
C 0.75577 -0.36431 2.52893 1.41 -0.99 -1.49 0.03
C -0.05553 -0.07371 -1.24104 -0.72 -2.44 -0.89 -0.33
S -0.17412 0.28580 3.48929 -1.42 1.00 1.47 -0.05
Cl -1.07278 1.33720 -1.44347 -0.26 0.22 -0.71 -0.18
H -0.07170 -0.21598 -0.21357 -0.43 -0.86 1.98 0.01
H 0.97344 0.11977 -1.35455 1.14 0.58 -1.12 0.27
H -0.35508 -1.08877 -1.76560 0.28 2.50 0.76 0.25
```
Positions in Å, forces in eV/Å.

# 3
Here is C2H3ClS2 in the gas phase in a non-equilibrium geometry from the OMol25 dataset. Energies are from wB97M-V/def2-TZVPD.

Results
HOMO energy ... -8.941 eV
Energy above the lowest of the compared OMol25 structures with the same formula, charge and spin ... 19.7 kcal per mole
E ... -36314.284 eV
Net charge ... 0
Max |F| ... 2.705 eV/Å

```
8
Properties=species:S:1:pos:R:3:forces:R:3:mulliken_charge:R:1
C 0.24811 -0.17978 -0.19777 1.34 -0.39 -1.13 -0.02
C -0.85238 0.17300 0.43590 -0.88 -1.14 0.32 -0.07
S 0.63491 -1.90567 -0.65861 0.23 0.83 2.56 -0.19
S 1.38361 1.04234 -0.81799 -0.77 -0.41 -0.02 -0.18
Cl -1.21179 1.83382 0.78796 -0.46 -0.59 0.32 -0.20
H -1.56062 -0.64225 0.69175 0.19 1.14 0.06 0.35
H 1.09732 -2.09941 0.67051 -0.44 -0.25 -1.71 0.18
H 0.26085 1.77794 -0.91176 0.78 0.81 -0.40 0.12
```
Positions in Å, forces in eV/Å.

# 4
Here is C2H3ClSi in the gas phase in a non-equilibrium geometry from the OMol25 dataset. Energies are from wB97M-V/def2-TZVPD.

Results
HOMO energy ... -10.625 eV
Energy above the lowest of the compared OMol25 structures with the same formula, charge and spin ... 8.7 kcal per mole
E ... -22521.466 eV
Net charge ... 0
Max |F| ... 4.951 eV/Å

```
7
Properties=species:S:1:pos:R:3:forces:R:3:mulliken_charge:R:1
C -1.41544 1.23955 0.48999 -3.87 2.00 1.80 0.43
C -0.51309 0.53221 0.19378 2.86 -2.21 -0.81 -0.86
Si 0.87370 -0.72429 -0.19889 -3.78 2.16 -2.35 0.56
Cl 1.48041 -0.12691 -2.09183 0.23 -0.49 0.58 -0.23
H -2.34947 1.73350 0.91453 2.03 -0.75 -1.09 0.33
H 0.20134 -1.97799 -0.13413 -0.24 -1.01 -0.43 -0.10
H 1.72255 -0.67607 0.82655 2.77 0.29 2.30 -0.12
```
Positions in Å, forces in eV/Å.

# 5
Here is a molecular structure, C2H3CsF4NO5S2 in a non-equilibrium geometry from the OMol25 dataset. Energies are from wB97M-V/def2-TZVPD.

Results
HOMO energy ... -3.288 eV
Energy above the lowest of the compared OMol25 structures with the same formula, charge and spin ... 1.7 kcal per mole
E ... -46935.599 eV
Net charge ... -1
Max |F| ... 1.692 eV/Å

```
18
Properties=species:S:1:pos:R:3:forces:R:3:mulliken_charge:R:1
N -0.49767 -1.67403 2.15436 -1.26 0.33 -0.59 -0.42
S 0.60914 -0.34533 1.90460 1.59 -0.48 0.17 0.58
O 1.21464 -0.17375 3.27748 -0.69 -0.02 -1.26 -0.74
O 1.63571 -0.93689 0.94107 -1.19 0.78 0.76 -0.71
S -1.96249 -1.54283 1.66517 0.50 0.06 1.11 0.79
O -2.50932 -0.15699 1.53614 0.30 -0.69 -0.24 -0.69
O -2.86349 -2.51552 2.30029 0.76 1.00 -0.89 -0.69
C -2.00069 -2.06316 -0.14585 0.35 0.36 1.62 0.65
F -1.33831 -1.14962 -0.87193 0.14 0.22 -0.52 -0.23
F -1.41489 -3.23915 -0.32362 0.07 -0.33 -0.27 -0.24
F -3.24423 -2.13268 -0.60751 -0.61 -0.07 -0.51 -0.24
Cs -1.43231 2.57936 0.28007 0.25 -1.08 0.39 0.95
F 1.43932 3.92553 -1.99754 0.33 -0.88 0.00 -0.20
C 2.57814 1.87531 -2.04250 -0.15 0.24 0.23 -0.41
O 1.30838 2.47234 -1.90391 -0.98 0.44 0.08 -0.13
H 3.20351 2.22294 -1.20942 0.23 -0.21 -0.54 0.23
H 2.33768 0.80896 -1.89224 0.04 0.30 0.07 0.25
H 2.93688 2.04552 -3.06465 0.33 0.01 0.40 0.24
```
Positions in Å, forces in eV/Å.

# 6
Here is a molecular structure, C2H3CuLiO in a non-equilibrium geometry from the OMol25 dataset. Energies are from wB97M-V/def2-TZVPD.

Results
HOMO energy (alpha / beta) ... -11.950 / -14.417 eV
<S²> ... 2.0104
Spin multiplicity ... 3
Energy above the lowest of the compared OMol25 structures with the same formula, charge and spin ... 55.7 kcal per mole
E ... -49001.921 eV
Net charge ... +1
Max |F| ... 3.929 eV/Å

```
8
Properties=species:S:1:pos:R:3:forces:R:3:lowdin_spin:R:1
O -0.95383 0.33639 1.31098 -1.23 1.09 -1.38 0.07
C -1.61638 0.66999 0.38172 2.54 -2.59 -1.51 0.06
Cu -1.13448 -1.60705 -1.98578 -1.67 -1.25 1.80 0.88
Li 0.10194 -0.56232 -3.04297 1.82 1.46 -1.47 0.30
H -2.65424 0.95125 0.28848 -0.54 0.59 0.41 0.02
C -1.02518 0.46026 -1.32746 -0.98 0.38 2.96 0.60
H -1.84034 0.66838 -2.01367 -0.24 0.32 -0.47 0.05
H -0.20214 1.16746 -1.38832 0.30 0.00 -0.35 0.03
```
Positions in Å, forces in eV/Å.

# 7
Here is a molecular structure, C2H3CuO in a non-equilibrium geometry from the OMol25 dataset. Energies are from wB97M-V/def2-TZVPD.

Results
HOMO energy (alpha / beta) ... -5.821 / -9.183 eV
<S²> ... 2.0049
Spin multiplicity ... 3
Energy above the lowest of the compared OMol25 structures with the same formula, charge and spin ... 4.8 kcal per mole
E ... -48804.794 eV
Net charge ... 0
Max |F| ... 7.214 eV/Å

```
7
Properties=species:S:1:pos:R:3:forces:R:3:lowdin_spin:R:1
H -0.00123 -1.90152 -0.97457 0.71 -0.05 1.05 0.00
O 0.07998 0.68319 -0.27001 5.01 -2.63 -4.48 0.46
C 0.85944 -0.11244 -0.88793 -3.93 3.24 3.91 0.53
C 0.86607 -1.51303 -0.35355 0.41 -1.04 -1.44 0.14
H 1.75992 -2.04681 -0.71212 -0.37 0.11 0.24 0.00
H 0.74864 -1.60924 0.74270 -0.23 0.24 -0.75 0.02
Cu -1.21543 0.72821 0.99057 -1.59 0.14 1.47 0.85
```
Positions in Å, forces in eV/Å.

# 8
Here is a molecular structure, C2H3DyLiO2 in a non-equilibrium geometry from the OMol25 dataset. Energies are from wB97M-V/def2-TZVPD.

Results
HOMO energy (alpha / beta) ... -11.233 / -10.535 eV
<S²> ... 9.7868
Spin multiplicity ... 6
Energy above the lowest of the compared OMol25 structures with the same formula, charge and spin ... 75.4 kcal per mole
E ... -30495.561 eV
Net charge ... +1
Max |F| ... 3.990 eV/Å

```
9
Properties=species:S:1:pos:R:3:forces:R:3:lowdin_spin:R:1
H 3.59090 0.05214 0.12393 0.49 3.19 1.17 -0.06
O 4.95040 1.77735 0.51274 1.63 1.36 0.19 0.05
C 3.70173 1.24190 0.40629 -1.00 -2.64 -2.82 -0.09
C 2.76066 2.05850 -0.13794 0.01 -0.55 -0.73 -0.06
O 3.03493 3.34889 -0.41325 0.89 0.07 0.78 0.01
Li 6.31345 2.06401 -0.70554 -0.16 -1.34 -0.08 0.05
Dy 4.80568 4.04965 0.60802 -1.67 -0.25 0.39 5.82
H 2.83255 -0.25011 1.76637 -0.20 -0.14 0.42 -0.72
H 1.86785 1.62746 -0.60893 0.01 0.30 0.70 0.00
```
Positions in Å, forces in eV/Å.

# 9
Here is a molecular structure, C2H3EuLiO2 in a non-equilibrium geometry from the OMol25 dataset. Energies are from wB97M-V/def2-TZVPD.

Results
HOMO energy (alpha / beta) ... -6.467 / -6.595 eV
<S²> ... 15.7613
Spin multiplicity ... 8
Energy above the lowest of the compared OMol25 structures with the same formula, charge and spin ... 0.6 kcal per mole
E ... -25749.635 eV
Net charge ... 0
Max |F| ... 2.571 eV/Å

```
9
Properties=species:S:1:pos:R:3:forces:R:3:lowdin_spin:R:1
H -0.76855 1.38590 -2.96464 -1.51 -0.68 -0.83 -0.01
O 1.72781 0.25791 0.09593 0.66 -1.05 1.01 -0.03
C 1.05081 -0.37149 1.07343 -0.23 -0.23 0.18 0.00
C -0.29833 -0.47738 1.03861 0.92 -0.73 0.58 0.00
O -0.96222 -0.01773 -0.05256 -1.23 0.06 -0.95 -0.01
Li -1.96928 -0.10587 -1.52633 -0.09 0.04 0.14 0.01
Eu 0.45172 1.21794 -1.32996 1.57 2.03 0.12 7.04
H 1.62957 -0.85514 1.87084 -0.24 0.30 -0.05 0.00
H -0.86152 -1.03414 1.79469 0.15 0.26 -0.20 0.00
```
Positions in Å, forces in eV/Å.

# 10
Here is 2 unconnected molecules or ions with the total composition C2H3F2N3O4 in a non-equilibrium geometry from the OMol25 dataset. Energies are from wB97M-V/def2-TZVPD.

Results
HOMO energy (alpha / beta) ... -10.553 / -11.445 eV
Energy above the lowest of the compared OMol25 structures with the same formula, charge and spin ... 137.2 kcal per mole
E ... -20205.055 eV
Net charge ... 0
Max |F| ... 3.871 eV/Å

```
14
Properties=species:S:1:pos:R:3:forces:R:3:mulliken_charge:R:1
C 1.38852 0.20936 0.19220 1.52 1.52 -3.22 -0.96
C 0.23666 -0.59042 -0.26671 1.30 1.51 -0.57 0.15
N -1.55950 1.51438 0.47089 -0.03 -0.28 -1.45 0.19
N -0.19654 -0.53368 -1.67600 -0.19 -0.08 1.33 1.07
N -0.45157 -1.38243 0.67899 0.83 -0.26 2.48 0.90
O 0.07398 0.37503 -2.40460 1.13 1.65 0.12 -0.58
O 0.28910 -1.63931 1.67522 -1.26 -0.04 -1.60 -0.56
O -0.83848 -1.46928 -2.01077 -1.40 -2.51 -0.58 -0.55
O -1.62984 -1.63336 0.62388 0.10 -0.09 -0.53 -0.49
F -1.98101 1.25621 1.70177 0.69 0.65 0.40 -0.08
F -0.54935 2.43313 0.50440 -0.70 -0.32 1.02 -0.11
H 1.42117 1.18120 -0.45612 -0.81 -1.17 1.46 0.35
H 1.39369 0.37907 1.26505 0.30 -0.10 -0.29 0.35
H 2.40317 -0.09990 -0.29820 -1.49 -0.48 1.42 0.32
```
Positions in Å, forces in eV/Å.